{"formula": "C72H189N15O21", "method": "wB97M-V/def2-TZVPD", "total_energy_ev": -143060.5302, "de_lowest_kj_mol": 223.68, "orbital_gap_ev": 8.9, "e_lumo_ev": 0.49, "species": ["H", "H", "H", "O", "H", "C", "H", "H", "H", "H", "H", "C", "O", "C", "H", "C", "O", "C", "H", "C", "O", "C", "H", "H", "H", "O", "H", "O", "C", "H", "H", "H", "H", "C", "H", "H", "H", "H", "C", "C", "C", "H", "O", "O", "H", "H", "C", "H", "H", "O", "H", "C", "H", "H", "H", "H", "O", "N", "H", "H", "H", "C", "C", "C", "H", "H", "H", "H", "H", "C", "H", "C", "O", "H", "H", "H", "N", "C", "H", "H", "H", "H", "C", "C", "H", "C", "H", "H", "H", "H", "H", "H", "H", "H", "C", "H", "O", "H", "H", "N", "C", "H", "H", "H", "N", "C", "H", "H", "H", "H", "H", "C", "C", "H", "H", "H", "C", "H", "C", "H", "N", "C", "C", "H", "H", "C", "H", "H", "N", "H", "C", "H", "O", "H", "H", "H", "H", "H", "H", "H", "C", "H", "H", "H", "C", "C", "H", "H", "H", "H", "H", "C", "O", "H", "O", "H", "H", "H", "H", "H", "H", "H", "H", "N", "C", "H", "H", "C", "H", "H", "H", "H", "H", "C", "H", "H", "H", "C", "H", "H", "C", "H", "C", "O", "N", "C", "C", "H", "C", "C", "H", "H", "C", "H", "H", "H", "H", "N", "H", "C", "H", "C", "H", "H", "H", "C", "H", "H", "H", "H", "H", "H", "C", "H", "H", "H", "H", "N", "C", "H", "N", "H", "H", "H", "H", "H", "H", "H", "H", "H", "C", "C", "H", "N", "O", "C", "H", "H", "C", "H", "N", "H", "C", "O", "C", "H", "C", "C", "H", "H", "H", "C", "H", "H", "H", "H", "H", "C", "H", "H", "H", "H", "H", "N", "H", "H", "H", "H", "C", "H", "H", "H", "H", "H", "H", "C", "O", "H", "N", "H", "C", "O", "C", "H", "C", "H", "C", "H", "C", "H", "H", "H", "H", "C", "H", "O", "H"], "coordinates": [[17.007, 16.778, 15.305], [23.158, 18.780, 13.872], [23.840, 13.931, 15.478], [27.035, 14.253, 17.784], [14.155, 21.711, 20.826], [18.072, 22.862, 12.133], [30.679, 20.716, 21.990], [27.523, 17.702, 24.028], [13.261, 19.960, 19.184], [22.686, 10.841, 20.033], [15.732, 15.986, 21.917], [16.871, 25.726, 18.788], [24.404, 19.466, 23.668], [18.877, 20.175, 17.941], [22.370, 17.902, 18.335], [18.470, 9.710, 24.422], [22.380, 16.254, 20.534], [16.229, 21.819, 21.388], [21.862, 17.515, 14.150], [22.067, 21.108, 22.013], [26.197, 20.952, 18.706], [13.993, 16.513, 19.324], [20.703, 19.751, 23.123], [25.965, 20.804, 25.221], [25.453, 19.985, 26.750], [15.493, 16.355, 13.851], [21.547, 25.191, 21.844], [15.257, 20.531, 19.574], [15.973, 20.947, 22.623], [28.009, 20.309, 19.326], [22.772, 21.111, 22.830], [21.578, 10.717, 24.965], [21.510, 11.841, 21.015], [13.226, 23.001, 12.593], [20.142, 22.806, 23.341], [22.556, 22.431, 19.035], [15.370, 18.615, 14.884], [12.706, 23.865, 12.120], [22.875, 22.507, 17.958], [13.998, 26.506, 18.375], [24.919, 21.535, 18.979], [25.828, 13.455, 24.341], [19.611, 16.654, 24.111], [18.107, 19.890, 16.845], [18.255, 15.573, 22.284], [15.113, 23.865, 12.544], [20.154, 16.805, 25.384], [16.075, 21.501, 9.146], [18.201, 15.270, 16.764], [21.678, 19.370, 15.153], [24.294, 14.891, 12.107], [19.398, 21.717, 10.598], [13.028, 26.713, 17.874], [24.135, 18.399, 21.981], [25.453, 12.837, 17.674], [20.003, 15.878, 25.922], [23.094, 11.457, 26.161], [16.270, 15.880, 22.761], [20.339, 21.384, 11.084], [16.906, 23.817, 21.151], [22.949, 20.123, 16.777], [20.675, 20.801, 22.645], [28.549, 19.624, 24.226], [23.740, 12.215, 25.157], [16.474, 12.801, 20.940], [25.262, 14.532, 13.434], [19.746, 19.770, 25.302], [24.281, 20.938, 19.682], [18.829, 17.960, 21.498], [26.790, 16.470, 18.430], [16.490, 13.669, 17.322], [14.534, 23.386, 13.299], [17.886, 10.850, 24.871], [19.140, 14.618, 18.066], [14.172, 17.589, 19.294], [20.252, 23.099, 13.847], [15.967, 19.043, 12.896], [16.253, 18.514, 14.259], [15.785, 16.263, 23.563], [22.798, 18.279, 23.079], [23.006, 12.642, 14.622], [31.069, 19.846, 23.500], [16.652, 17.016, 14.298], [21.672, 14.089, 15.517], [27.890, 16.280, 18.703], [24.285, 13.483, 25.624], [24.630, 22.116, 16.835], [22.165, 9.598, 26.310], [19.848, 19.196, 14.219], [16.609, 26.696, 19.267], [16.579, 20.821, 17.831], [19.306, 9.785, 23.648], [29.241, 19.020, 24.898], [13.917, 21.486, 18.281], [14.122, 20.448, 18.726], [16.234, 20.402, 16.165], [15.192, 15.873, 19.542], [22.309, 20.414, 21.217], [24.198, 17.429, 23.447], [15.154, 22.176, 13.850], [27.260, 18.755, 24.186], [18.910, 16.289, 17.976], [27.324, 21.394, 20.456], [16.039, 10.734, 23.794], [25.097, 14.119, 24.547], [18.410, 15.353, 17.822], [14.574, 27.484, 18.140], [24.505, 19.559, 17.332], [20.587, 13.130, 16.996], [22.468, 24.191, 20.852], [19.595, 21.789, 9.556], [19.932, 19.080, 18.179], [25.648, 19.851, 25.660], [15.145, 20.032, 8.623], [14.205, 17.758, 12.295], [23.501, 12.647, 18.175], [14.416, 24.377, 14.498], [13.854, 26.442, 19.463], [20.326, 21.283, 14.867], [18.678, 20.869, 10.644], [16.580, 13.854, 18.336], [30.336, 20.533, 22.987], [21.760, 11.327, 20.101], [30.250, 21.502, 23.499], [20.254, 22.971, 20.088], [18.219, 16.560, 24.096], [19.602, 21.322, 15.658], [23.140, 17.899, 15.342], [19.981, 22.124, 13.672], [17.032, 19.134, 14.649], [26.327, 15.387, 17.425], [13.598, 27.537, 14.282], [29.083, 19.791, 22.949], [20.017, 20.448, 20.821], [24.517, 11.661, 24.634], [17.305, 21.805, 16.594], [14.408, 19.789, 17.933], [22.078, 22.095, 17.355], [18.059, 23.186, 19.205], [13.415, 26.451, 15.688], [17.646, 16.378, 22.672], [17.927, 23.844, 12.548], [17.137, 17.786, 21.049], [15.723, 16.126, 17.615], [16.885, 11.381, 23.976], [15.669, 24.825, 18.698], [17.491, 16.942, 13.568], [22.892, 14.823, 17.517], [17.800, 17.502, 24.565], [14.952, 26.973, 15.326], [18.492, 13.594, 22.953], [15.129, 20.897, 9.259], [18.983, 21.445, 24.350], [18.812, 9.147, 25.250], [20.764, 25.028, 19.932], [24.901, 13.348, 26.529], [25.152, 22.500, 19.568], [22.605, 14.894, 21.903], [20.940, 10.663, 19.882], [15.927, 22.432, 14.418], [16.560, 17.208, 18.770], [27.232, 17.703, 16.881], [16.570, 12.292, 24.407], [26.640, 17.757, 17.731], [15.127, 21.711, 20.316], [21.200, 21.701, 15.367], [21.209, 17.169, 25.340], [24.136, 21.631, 17.699], [26.975, 18.374, 18.393], [17.844, 21.966, 14.105], [19.627, 17.655, 25.882], [18.234, 20.191, 18.871], [23.150, 13.503, 19.723], [20.682, 19.917, 14.282], [26.489, 19.830, 20.275], [20.867, 15.097, 21.401], [13.933, 19.445, 12.690], [19.810, 23.963, 20.241], [20.584, 16.809, 19.727], [18.466, 20.909, 12.903], [22.475, 18.317, 14.623], [24.422, 13.185, 12.495], [21.985, 18.408, 19.264], [18.918, 22.926, 11.043], [23.686, 20.192, 17.467], [22.676, 13.154, 18.843], [17.207, 15.125, 18.667], [15.815, 19.909, 22.245], [24.346, 14.202, 12.894], [14.668, 18.786, 12.289], [18.799, 20.339, 21.954], [21.730, 16.258, 22.491], [20.276, 21.777, 23.754], [13.547, 22.444, 11.703], [15.924, 13.163, 22.396], [13.523, 24.144, 15.177], [22.529, 14.376, 26.821], [21.053, 19.446, 19.028], [20.369, 18.946, 17.136], [14.728, 19.180, 10.840], [17.923, 15.726, 24.714], [14.013, 26.719, 14.828], [19.023, 12.567, 21.592], [26.510, 15.739, 16.393], [15.368, 15.123, 15.460], [18.578, 21.931, 13.329], [17.743, 9.104, 23.845], [13.312, 16.193, 20.107], [20.971, 21.785, 24.575], [15.486, 18.579, 10.299], [22.477, 25.964, 20.494], [19.733, 21.212, 26.311], [21.893, 25.091, 20.802], [17.509, 10.806, 22.006], [13.801, 18.861, 10.400], [25.105, 16.856, 19.715], [25.227, 15.323, 17.395], [19.603, 20.873, 21.630], [16.197, 16.225, 18.595], [14.670, 14.521, 14.063], [21.505, 13.502, 16.815], [17.516, 18.518, 22.610], [26.436, 12.979, 16.241], [21.091, 20.120, 13.262], [28.299, 20.574, 24.682], [17.526, 15.020, 19.755], [19.371, 21.164, 17.803], [15.932, 23.885, 18.219], [18.211, 20.387, 25.805], [26.584, 19.121, 23.356], [21.452, 17.349, 20.210], [26.079, 16.453, 19.785], [16.429, 14.478, 14.138], [26.656, 18.754, 25.454], [14.949, 20.575, 10.644], [18.660, 24.127, 19.232], [23.684, 15.549, 26.101], [15.183, 22.580, 19.642], [23.867, 18.340, 23.018], [23.469, 20.246, 25.322], [16.227, 12.359, 21.829], [22.510, 14.572, 25.028], [24.265, 19.535, 25.042], [23.152, 14.400, 13.587], [22.450, 10.307, 25.482], [16.702, 18.607, 12.373], [16.971, 20.778, 16.831], [17.327, 11.743, 22.592], [19.195, 24.282, 18.276], [26.248, 17.816, 25.660], [21.510, 20.201, 18.594], [26.479, 13.016, 17.333], [13.467, 16.230, 18.375], [15.253, 24.576, 19.714], [19.469, 12.039, 23.133], [14.346, 21.582, 8.878], [17.180, 21.444, 20.903], [21.805, 15.611, 21.657], [22.936, 18.871, 19.629], [19.469, 18.131, 18.570], [21.052, 17.954, 21.110], [22.004, 22.144, 21.601], [16.936, 20.989, 23.193], [16.380, 23.219, 21.772], [26.652, 17.085, 20.469], [23.932, 18.569, 25.472], [25.466, 14.957, 25.043], [27.135, 12.243, 17.694], [15.523, 15.052, 14.363], [23.163, 9.832, 24.806], [15.291, 24.349, 15.105], [17.027, 22.530, 11.816], [21.443, 14.899, 18.436], [15.455, 21.519, 13.161], [21.702, 15.178, 15.636], [23.157, 14.549, 25.928], [14.692, 25.378, 17.872], [15.718, 13.600, 18.745], [17.893, 25.235, 19.678], [15.179, 21.338, 23.370], [19.198, 20.727, 25.520], [21.599, 12.292, 19.067], [18.592, 12.499, 22.583], [18.460, 25.974, 20.071], [27.065, 20.585, 19.756], [23.136, 23.543, 17.728], [22.091, 14.217, 17.900], [12.589, 22.448, 13.251], [17.778, 17.724, 21.884], [19.414, 24.055, 21.316], [22.998, 12.550, 24.380], [20.796, 13.903, 14.908], [16.853, 23.257, 22.645], [22.998, 13.718, 14.829], [17.393, 25.867, 17.774], [14.229, 25.642, 13.895], [26.078, 15.383, 20.150]], "forces_ev_per_a": [[-0.260, -0.396, -0.024], [-0.473, -0.502, 0.004], [0.260, 0.170, 0.360], [-0.599, -1.563, -0.171], [-0.077, 0.238, -0.038], [-1.189, -1.360, 1.690], [-0.043, -0.070, -0.685], [0.235, 0.300, -0.654], [-0.208, 0.543, 0.428], [1.422, -0.686, 0.282], [-0.013, 0.207, -0.245], [1.669, 1.149, -0.169], [-0.056, 0.159, -0.961], [0.786, -0.055, 2.705], [-0.540, 0.239, 0.279], [0.341, -1.627, -2.759], [-1.401, 2.615, -0.077], [0.436, 0.007, -0.882], [0.380, 0.464, 0.298], [-1.780, 1.272, 0.730], [-0.166, 0.374, -1.135], [-1.135, 0.256, -0.708], [0.128, 1.179, -0.550], [0.441, -0.315, 0.183], [0.452, 0.073, -0.625], [0.848, -0.899, 0.253], [0.022, 0.459, -0.095], [-0.594, -0.236, -0.059], [0.431, 0.329, 0.663], [0.210, -0.716, -0.262], [0.600, -0.176, -0.106], [-0.003, -0.427, -0.123], [0.546, -0.182, 0.880], [0.791, 1.164, -1.043], [0.313, -0.759, 0.167], [0.229, 0.114, -0.912], [-0.169, 0.221, 0.109], [0.247, -0.257, 0.839], [0.807, -0.751, 1.159], [0.931, 1.966, -0.303], [1.736, 1.039, 1.919], [0.648, 0.313, -0.169], [0.722, 0.172, -1.596], [-1.337, -0.196, -0.951], [0.247, -0.050, -0.729], [0.913, 0.602, -0.498], [-0.188, 1.578, 0.381], [-0.666, -0.854, 0.120], [-0.210, -0.026, -0.378], [0.190, -0.495, 0.388], [-0.102, 0.782, -1.557], [0.388, -1.990, -0.119], [0.514, -0.941, 0.218], [0.246, -0.055, -0.513], [0.142, 0.220, 0.300], [0.357, -0.151, 0.596], [0.022, -1.076, -1.221], [0.507, -0.149, 0.802], [-0.518, 0.305, 0.074], [0.058, -0.096, -0.472], [0.425, -0.199, -0.487], [-0.489, -0.973, 0.412], [-0.170, -1.984, 0.758], [-1.612, -0.257, -1.249], [0.550, -0.606, 0.281], [-0.453, -0.634, 0.236], [-0.121, 0.648, 0.110], [0.627, 0.045, -0.431], [-1.240, -0.551, 0.702], [0.774, -0.408, -0.527], [0.299, 0.405, 0.872], [-0.856, -0.445, 1.496], [-1.157, 1.847, -0.558], [0.627, -0.833, 0.067], [-0.441, 0.253, 0.224], [-0.600, -0.474, -0.130], [-0.033, -0.819, 1.378], [-0.679, -0.360, -0.551], [-0.139, 0.119, -0.244], [-0.967, 0.356, 0.036], [0.037, -0.163, 0.174], [-0.385, 1.007, -0.314], [-0.016, 2.843, -1.191], [0.303, 1.290, -0.125], [-1.236, -0.075, -0.754], [-0.152, 2.767, 1.490], [0.394, -0.595, 0.517], [0.146, 0.726, -1.030], [0.073, 0.345, -0.046], [-0.239, -0.359, -0.906], [-0.424, -0.035, 0.469], [-0.558, 0.557, 1.036], [-0.360, 1.029, -0.546], [-0.155, -1.495, 0.594], [0.526, 0.841, -0.807], [-0.431, -0.095, -0.730], [0.902, -0.471, 0.259], [0.117, -0.159, 0.028], [0.828, -1.077, 0.432], [-1.069, 0.314, 0.065], [0.839, 0.280, -2.245], [-0.066, 0.721, 0.197], [-0.426, 0.145, -0.051], [-0.374, -0.633, 0.720], [-0.621, 0.220, 1.291], [0.285, -0.140, -0.364], [-0.544, -1.412, 0.577], [-1.075, 0.679, -0.172], [0.141, 0.041, 0.026], [0.631, -0.723, -0.650], [0.347, 0.391, -0.986], [0.295, -0.674, -2.083], [-0.864, -0.880, 0.623], [0.163, -0.527, -0.233], [0.905, 0.630, 0.342], [-1.320, 0.434, 1.301], [-2.310, -0.296, -1.149], [-0.042, -0.033, -0.206], [0.612, 0.737, -1.680], [0.041, 0.512, 0.370], [1.307, -0.938, -1.895], [-0.406, -1.699, 1.092], [-2.088, 1.516, -1.090], [-0.130, -0.306, 0.130], [0.172, 0.236, 0.302], [-0.899, 1.026, 0.256], [-0.941, -0.460, 0.056], [0.068, -0.239, 1.065], [-0.221, 0.460, 1.474], [0.645, 0.211, 0.464], [0.049, 1.466, 0.416], [-0.199, 0.562, -0.268], [0.927, 1.060, -0.544], [-0.305, -0.538, -0.833], [0.181, -0.503, 0.008], [-0.152, -0.242, -0.306], [0.152, -0.331, -0.785], [-0.387, 0.398, -0.331], [0.374, 0.579, -0.082], [-0.847, -0.406, -0.113], [0.369, 0.822, 0.240], [0.195, 0.756, -0.124], [-0.966, -0.074, -0.982], [0.104, 0.507, -0.364], [0.379, -0.292, -0.159], [-0.225, -0.104, 0.733], [-0.251, -0.612, 0.400], [0.505, 0.332, -0.171], [0.098, -0.704, -0.354], [0.332, 0.356, -0.352], [0.002, -1.764, -0.356], [0.560, 1.821, 0.476], [1.407, 0.668, -0.755], [0.488, -0.599, 0.866], [-0.365, -0.864, 0.400], [-0.220, -0.136, -0.083], [-0.687, -0.788, -1.169], [-0.632, -0.299, 0.256], [-0.099, -0.753, 0.252], [0.710, 0.087, 0.400], [0.456, 1.099, 0.169], [-0.386, 0.571, 0.983], [-0.571, 0.952, 0.945], [-0.589, -2.228, -1.330], [0.461, 0.566, 1.220], [0.419, -0.083, -0.496], [-0.642, -0.861, -0.249], [-1.599, -0.957, -0.030], [0.972, 2.439, 0.936], [-0.279, 0.356, 0.981], [0.114, -0.681, 0.145], [0.447, 0.478, -0.681], [0.279, 0.608, 1.164], [0.681, -0.335, 0.485], [0.722, -0.708, 0.743], [0.030, 0.173, 0.196], [-0.551, 0.569, 0.927], [0.127, 0.306, 0.287], [0.449, 0.725, 0.573], [0.231, 0.294, 0.473], [-0.449, 0.864, -1.880], [0.257, -0.008, 0.179], [2.555, -1.353, -0.573], [0.233, 0.946, 0.013], [1.257, 1.263, 0.358], [0.698, -0.681, -2.850], [-0.379, -0.587, 1.865], [-0.233, 0.694, 0.700], [0.472, -0.273, 0.907], [0.161, -0.385, -0.794], [0.203, 0.074, -0.253], [-0.574, 0.813, 0.839], [-0.994, 0.675, -0.438], [-0.308, -0.543, 0.405], [-0.119, -0.191, -0.325], [1.040, 0.051, -0.824], [0.426, -0.285, -0.428], [-1.980, 0.188, 1.026], [-0.648, -0.706, 0.872], [0.569, -0.257, -0.627], [-0.361, -0.552, 0.326], [1.142, -1.335, 0.027], [-0.261, 0.197, -0.626], [0.615, -0.258, 0.073], [0.551, -0.204, -0.169], [-0.013, -0.193, -3.130], [0.017, -0.135, 0.466], [-0.045, 0.377, 0.311], [0.721, 0.183, 0.216], [0.133, 0.316, 0.250], [-0.015, -0.331, 0.146], [0.159, 0.794, 0.456], [-1.402, 0.552, 0.490], [0.115, 0.315, 0.628], [-0.827, 0.107, -0.412], [-1.332, 0.190, -0.079], [0.006, -0.526, 0.690], [0.665, 0.148, 0.754], [-1.268, -1.349, -0.175], [-1.138, -0.741, -1.008], [-0.108, -0.505, -0.848], [0.032, -0.186, -0.529], [0.178, 0.006, -0.123], [-0.171, -0.323, 0.686], [0.104, 0.404, 0.300], [-0.217, 0.320, -1.061], [-0.065, -0.243, 0.364], [0.126, -0.165, -0.044], [-0.219, 0.116, 0.662], [0.796, -0.492, 0.706], [-0.847, -0.302, 0.209], [1.297, -1.227, -0.309], [0.002, 0.214, -0.085], [-2.214, 0.513, 1.927], [0.017, -0.488, -0.565], [1.335, -0.652, 0.869], [-0.866, -1.111, -0.400], [-0.100, -0.321, 0.235], [-0.255, 0.636, 0.052], [0.325, 0.211, 0.035], [-0.623, 1.039, 1.315], [0.309, 0.359, 0.471], [0.294, -0.686, 1.062], [-0.859, 0.429, 0.963], [0.292, 0.861, 2.121], [0.224, -0.002, -1.032], [1.477, 0.256, 0.492], [0.593, -1.572, -2.340], [-0.488, -0.076, -0.206], [0.235, 1.377, -0.107], [0.914, 1.024, -0.447], [0.028, 0.712, -0.344], [0.674, 0.046, 0.301], [0.433, 0.456, -0.684], [-1.266, 0.311, -0.036], [-0.017, -0.445, 0.417], [-0.783, 0.099, 0.366], [1.830, -1.744, -0.875], [-0.804, -0.377, 0.164], [0.309, 1.091, -0.601], [0.700, -1.333, -0.772], [0.183, -0.732, 0.118], [-0.729, -0.362, -0.234], [-0.760, -0.154, 0.010], [-0.043, -0.185, 0.199], [0.077, 0.072, -0.243], [0.218, -0.886, -1.051], [0.152, -0.341, 0.109], [0.009, 0.146, 1.535], [-0.123, -0.013, -0.047], [0.988, 0.040, 0.577], [1.158, -0.005, 0.407], [-0.517, 0.138, 0.205], [0.158, -0.477, -0.543], [-0.078, 0.295, -0.239], [0.958, 0.222, 0.140], [-1.461, 0.405, -0.773], [-0.856, 0.365, 0.832], [-0.903, -0.134, 0.724], [0.903, -0.686, -1.624], [-0.550, -2.494, -0.763], [0.138, -0.210, 0.253], [2.566, 2.285, 0.825], [0.103, -0.113, -0.285], [-1.440, 0.862, 0.304], [-0.485, -0.074, -0.011], [0.771, -0.631, 0.995], [-0.501, -0.437, 0.192], [2.063, -0.084, 1.321], [0.654, -0.145, -1.371], [0.336, -0.707, 0.208], [0.035, -0.374, -0.425], [0.380, 0.080, 0.911], [-0.358, -0.800, -0.740], [-1.305, 0.168, 0.812], [-0.402, 0.878, 0.827], [-0.135, 1.254, -0.157]], "lowdin_charge": [0.1048, 0.0983, 0.0989, -0.1747, 0.1337, -0.2055, 0.0673, 0.1232, 0.0873, 0.0732, 0.0491, -0.1977, -0.2194, -0.2642, 0.1242, -0.1771, -0.2045, -0.4311, 0.0952, -0.0242, -0.2148, -0.1204, 0.1406, 0.1179, 0.1173, -0.1784, 0.0865, -0.2161, -0.0624, 0.0840, 0.0634, 0.0717, 0.0733, -0.0496, 0.1265, 0.0709, 0.1195, 0.0878, -0.0482, -0.1216, -0.2176, 0.0612, -0.2048, -0.1947, 0.0927, 0.1093, -0.1173, 0.0956, 0.0766, -0.2633, 0.0636, -0.1481, 0.0829, 0.0833, 0.0581, 0.0880, -0.1743, 0.0612, 0.0881, 0.0265, 0.0370, -0.3955, -0.2492, -0.2857, 0.0535, 0.0938, 0.0772, 0.1151, 0.0812, -0.4186, 0.0825, -0.4082, -0.1550, 0.0567, 0.0727, 0.1235, -0.0277, -0.1762, 0.0751, 0.0642, 0.1240, 0.1003, -0.2116, -0.1982, 0.1534, -0.4513, 0.1389, 0.1031, 0.1211, 0.1302, 0.0527, 0.0965, 0.1374, 0.1231, -0.1115, 0.0577, -0.2091, 0.0474, 0.0779, 0.0687, -0.2518, 0.0533, 0.0882, 0.1253, 0.0327, -0.0401, 0.1080, 0.0811, 0.1091, 0.0450, 0.0725, -0.1589, -0.1560, 0.0696, 0.1302, 0.1292, -0.1910, 0.0906, -0.1623, 0.0954, 0.0571, -0.0812, -0.0680, 0.0858, 0.0873, -0.2240, 0.0773, 0.0623, -0.0511, 0.0736, -0.2362, 0.0795, -0.2042, 0.0248, 0.1221, 0.0951, 0.0620, 0.0420, 0.1147, 0.0530, -0.3929, 0.1101, 0.0393, 0.1144, -0.1805, -0.2542, 0.1326, 0.0983, 0.1364, 0.0843, 0.0979, -0.0961, -0.2045, 0.0731, -0.2108, 0.1412, 0.1490, 0.0928, 0.0881, 0.0199, 0.1125, 0.0946, 0.1145, 0.0571, -0.2237, 0.1054, 0.0923, -0.3698, 0.0001, 0.0707, 0.0786, 0.1272, 0.0977, -0.1854, 0.0778, 0.0937, 0.1061, -0.1976, 0.1086, 0.1029, -0.0931, 0.0925, -0.2567, -0.1584, 0.0617, -0.2146, -0.4354, 0.0712, -0.1249, -0.2128, 0.0403, 0.0460, -0.1654, 0.0584, 0.0554, 0.1503, 0.0783, -0.0595, 0.1285, -0.2461, 0.1161, -0.0815, 0.0604, 0.1174, 0.0779, -0.1993, 0.0951, 0.0916, 0.1018, 0.1274, 0.0937, 0.0807, -0.1058, 0.1436, 0.1132, 0.0427, 0.1139, 0.0803, -0.1887, 0.0699, -0.0621, 0.0596, 0.0833, 0.1285, 0.1089, 0.1515, 0.1209, 0.1078, 0.0892, 0.1228, -0.1959, -0.0465, 0.0991, -0.0681, -0.2045, -0.2309, 0.0766, 0.0832, -0.0861, 0.1170, 0.0537, 0.0693, -0.2455, -0.1961, -0.0568, 0.0922, -0.0654, -0.4864, 0.1254, 0.1158, 0.0559, -0.0769, 0.1032, 0.1236, 0.0827, 0.0873, 0.1153, -0.1146, 0.1028, 0.1026, 0.1265, 0.0667, 0.0529, 0.0724, 0.0678, 0.1138, 0.0715, 0.0831, -0.1129, 0.0793, 0.0980, 0.1205, 0.0946, 0.0299, 0.1051, -0.0556, -0.2096, 0.0534, -0.0999, 0.1125, -0.1363, -0.2042, -0.0709, 0.1196, -0.1042, 0.0860, -0.2063, 0.0660, -0.0215, 0.1320, 0.1339, 0.1198, 0.0533, -0.1949, 0.1474, -0.1858, 0.1051]}